Record 1
Computed, not measured: a structure of composition C39H44F2N7O3S2SbSe4Ti in a non-equilibrium geometry, with ωB97M-V with the def2-TZVPD basis set.

Each line ends with the Löwdin charge.
Positions of all 103 atoms, in Å:
Ti: 2.00130 0.53428 0.70165  0.735
N: -6.46539 -0.34887 2.87695  0.089
C: -5.15941 0.08607 2.62023  -0.323
C: -4.91167 1.40503 2.24251  -0.034
C: -3.61734 1.83396 2.00941  -0.059
C: -2.54831 0.95920 2.15296  -0.272
C: -2.78475 -0.34228 2.56015  -0.083
C: -4.08123 -0.77962 2.78574  -0.021
S: -0.94237 1.59460 1.71845  0.582
O: -0.64637 2.63241 2.66779  -0.281
O: -1.04971 1.95936 0.32534  -0.306
N: 0.10053 0.36264 1.76902  -0.178
C: 0.58057 -0.02523 3.02420  -0.489
N: -0.13876 0.01977 4.14074  0.142
C: 0.51994 -0.28898 5.25772  -0.116
C: 1.86203 -0.61379 5.28097  -0.035
C: 2.50842 -0.66245 4.05709  -0.116
N: 1.84830 -0.42060 2.93605  0.015
H: -7.17870 0.15634 2.37556  0.079
H: -6.59019 -1.34618 2.80152  0.078
H: -5.74047 2.09397 2.12554  0.107
H: -3.43039 2.85320 1.69565  0.121
H: -1.94981 -1.01230 2.72153  0.086
H: -4.25756 -1.80323 3.09550  0.084
H: -0.06088 -0.25361 6.17415  0.103
H: 2.39434 -0.80170 6.20080  0.100
H: 3.57143 -0.86569 3.96330  0.078
C: 0.36359 3.61335 -3.03152  -0.043
C: 0.15240 2.15356 -2.60915  -0.356
C: -1.27445 1.74249 -2.98882  -0.088
C: 1.19952 1.22560 -3.19634  -0.151
C: 1.03624 0.78613 -4.50358  -0.063
C: 1.95079 -0.07360 -5.08328  -0.095
C: 3.05225 -0.47321 -4.35078  -0.052
C: 3.28412 -0.04211 -3.04194  -0.111
C: 4.60346 -0.51849 -2.42577  -0.355
C: 4.46495 -1.61468 -1.36932  -0.070
C: 5.52319 0.59900 -1.93230  -0.070
C: 2.32151 0.80379 -2.45424  -0.171
N: 2.45737 1.31096 -1.12295  -0.067
C: 2.87437 2.63376 -1.06357  -0.294
C: 3.61803 3.31737 -2.03552  -0.029
C: 3.97274 4.64500 -1.86461  -0.090
C: 3.59914 5.35450 -0.72967  -0.095
C: 2.85550 4.71245 0.25051  -0.001
C: 2.53760 3.39706 0.04735  -0.232
F: 1.77889 2.74367 1.00390  -0.072
H: -0.45474 4.22652 -2.64492  0.079
H: 0.35780 3.69099 -4.12357  0.078
H: 1.30121 4.02974 -2.66552  0.057
H: 0.22557 2.09950 -1.52539  0.091
H: -1.53290 2.09006 -3.99426  0.070
H: -1.97867 2.19932 -2.29009  0.074
H: -1.39821 0.66111 -2.95702  0.012
H: 0.17064 1.11032 -5.06870  0.103
H: 1.81102 -0.42555 -6.09888  0.090
H: 3.78012 -1.13609 -4.80524  0.102
H: 5.12263 -0.98590 -3.27072  0.111
H: 4.10662 -1.22370 -0.42312  0.006
H: 5.44927 -2.05036 -1.18154  0.074
H: 3.78112 -2.39955 -1.70089  0.078
H: 5.09086 1.15144 -1.09977  0.024
H: 5.75947 1.30296 -2.73362  0.075
H: 6.45823 0.17055 -1.56407  0.056
H: 3.91487 2.78657 -2.92879  0.115
H: 4.56965 5.12782 -2.62798  0.098
H: 3.89679 6.38516 -0.59640  0.094
H: 2.54549 5.19729 1.16573  0.124
C: -4.46295 -2.40529 -2.33480  -0.103
C: -4.55464 -1.23023 -1.36997  -0.229
C: -3.19182 -0.61249 -1.08331  -0.198
N: -2.36367 -1.49782 -0.28632  0.034
C: -1.16888 -1.98764 -0.65247  -0.829
S: -0.45616 -1.78157 -2.13307  0.743
N: -0.48742 -2.67451 0.35082  0.107
C: -0.96661 -3.14610 1.56031  -0.413
O: -0.28239 -3.13407 2.57135  0.095
C: -2.33952 -3.76347 1.57596  -0.145
C: -3.01347 -3.82105 2.79099  -0.050
C: -4.26681 -4.40930 2.86624  -0.094
C: -4.84591 -4.95533 1.72772  -0.089
C: -4.16602 -4.91717 0.51682  -0.077
C: -2.91664 -4.32190 0.43991  -0.030
H: -5.44402 -2.84159 -2.53181  0.065
H: -3.81839 -3.18582 -1.92877  0.046
H: -4.02626 -2.09211 -3.28443  0.076
H: -5.00183 -1.55608 -0.42429  0.097
H: -5.21057 -0.45453 -1.77519  0.105
H: -3.29357 0.33237 -0.54201  0.115
H: -2.65238 -0.40880 -2.00707  0.054
H: -2.57890 -1.50269 0.69990  0.090
H: 0.52142 -2.49615 0.32121  0.113
H: -2.53206 -3.39983 3.66498  0.127
H: -4.78956 -4.44853 3.81402  0.103
H: -5.82485 -5.41533 1.78438  0.097
H: -4.60992 -5.35123 -0.37034  0.103
H: -2.37818 -4.30013 -0.49972  0.114
F: 1.99125 -1.18059 0.14466  -0.394
Se: 7.84306 -0.62289 1.33696  -0.263
Sb: 6.71517 1.19031 2.45159  -0.336
Se: 7.11307 3.42041 1.64681  -0.273
Se: 6.18749 0.86567 4.79479  -0.288
Se: 4.09039 0.85445 1.51996  0.335

Kohn-Sham gap = 5.1 eV
net charge = -2
energy above the lowest of the compared OMol25 structures with the same formula, charge and spin = 14.1 kcal/mol



Record 2
Computed, not measured: a structure of composition C3H7NO3, with ωB97M-V with the def2-TZVPD basis set.

Each line ends with the Löwdin charge.
Positions of all 14 atoms, in Å:
C: -0.16760 1.91265 -0.46705  0.053
C: -0.31964 -0.40824 -0.48633  -0.421
N: 0.70549 -1.71582 1.21139  0.080
C: -0.22036 -1.28921 -1.47099  0.096
O: 0.03623 -0.51587 0.82271  -0.091
O: -0.91191 0.82603 -0.68449  -0.011
O: -0.00273 2.39205 1.51977  -0.175
H: -0.15580 1.53582 1.94631  0.016
H: 0.06663 -2.48307 1.00380  0.091
H: 1.51766 -1.80496 0.60058  0.095
H: -0.77401 2.77799 -0.72764  0.094
H: 0.60909 2.06115 0.51196  0.042
H: 0.17495 -2.28114 -1.32460  0.056
H: -0.55799 -1.00738 -2.45542  0.074

Kohn-Sham gap = 9.6 eV
energy above the lowest of the compared OMol25 structures with the same formula, charge and spin = 172.8 kcal/mol



Record 3
Computed, not measured: a cluster of 2 separate species, C2H8NS in total, with ωB97M-V with the def2-TZVPD basis set.

Each line ends with the Löwdin charge.
Positions of all 12 atoms, in Å:
N: -0.22855 -1.74616 -3.07250  -0.005
H: -0.21352 -2.69323 -2.73351  -0.018
H: 0.57681 -1.57313 -3.65049  -0.019
H: -0.24980 -1.08811 -2.30100  -0.134
C: 0.22405 0.53474 2.54652  -0.261
C: -0.25071 1.17808 1.25698  -0.864
S: 0.18679 0.25453 -0.24552  0.135
H: 1.30490 0.53760 2.58773  0.040
H: -0.06282 -0.52169 2.57422  0.043
H: -0.15002 1.02336 3.44627  0.042
H: 0.16722 2.18784 1.17086  0.016
H: -1.34320 1.34070 1.30154  0.025

Kohn-Sham gap = 6.7 eV
net charge = -1
energy above the lowest of the compared OMol25 structures with the same formula, charge and spin = 2.6 kcal/mol



Record 4
Computed, not measured: a structure of composition CH4ErO2 in a non-equilibrium geometry, with ωB97M-V with the def2-TZVPD basis set.

Each line ends with the Mulliken spin population.
Positions of all 8 atoms, in Å:
H: -1.00029 1.97205 -1.71673  0.494
O: -0.11877 0.77300 -0.78253  0.417
Er: -2.47370 0.51266 -1.27552  2.519
O: 0.89348 0.05185 -0.38634  0.521
C: 0.69588 -0.67673 0.83324  0.012
H: 1.69693 -0.87050 1.22929  0.008
H: 0.06009 -0.12176 1.53439  0.004
H: 0.24639 -1.64056 0.56421  0.025

Kohn-Sham gap (spin up / spin down) = 8.6 / 7.1 eV
2S+1 = 5
net charge = +2



Record 5
Computed, not measured: a cluster of 2 separate species, C3H10O in total in a non-equilibrium geometry, with ωB97M-V with the def2-TZVPD basis set.

Each line ends with the Löwdin charge.
Positions of all 14 atoms, in Å:
C: -0.63468 1.88124 0.74838  -0.166
C: -0.20512 2.36949 -0.62414  -0.171
H: -1.70893 1.66996 0.85807  0.065
H: -0.13898 0.94007 0.96257  0.049
H: -0.58412 2.59942 1.56931  0.061
H: 0.56111 3.13900 -0.71610  0.061
H: 0.19129 1.50424 -1.16182  0.043
H: -0.99182 2.75882 -1.27325  0.060
C: 0.91816 -1.91303 -0.43657  -0.164
O: -0.09025 -2.35083 0.45240  -0.121
H: 0.73063 -0.92773 -0.86679  0.061
H: 1.16915 -2.73736 -1.10038  0.076
H: 1.81489 -1.72314 0.16670  0.080
H: -0.97275 -2.24890 0.11465  0.065

Kohn-Sham gap = 11.5 eV
SMILES = CC.CO
energy above the lowest of the compared OMol25 structures with the same formula, charge and spin = 21.2 kcal/mol



Record 6
Computed, not measured: a cluster of 2 separate species, C4H7N3O in total in a non-equilibrium geometry, with ωB97M-V with the def2-TZVPD basis set.

Each line ends with the Löwdin charge.
Positions of all 15 atoms, in Å:
C: 2.77546 -0.48280 -0.08253  -0.057
C: -0.09253 1.47756 -0.00385  -0.544
C: -1.80466 -0.18759 0.91555  -0.125
C: -1.81948 -0.53358 -0.51532  -0.267
H: 3.92430 -0.39848 -0.10274  0.074
H: 2.32995 -1.56983 -0.06925  0.102
H: 0.63532 -0.37576 -0.88917  0.282
H: -0.88992 -0.70470 1.38415  0.124
H: -2.86455 -0.25864 1.21414  0.104
H: -0.97820 -1.16969 -0.83559  0.063
H: -2.76536 -0.59049 -1.22850  0.149
N: 2.24502 0.73187 0.23926  -0.020
N: 0.89861 0.58153 0.23550  -0.035
N: -1.53698 0.85196 -0.20723  -0.001
O: -0.05698 2.62863 -0.05444  0.151

Kohn-Sham gap = 8.9 eV
energy above the lowest of the compared OMol25 structures with the same formula, charge and spin = 171.7 kcal/mol



Record 7
Computed, not measured: the molecule C4H10I2Si in a non-equilibrium geometry, with ωB97M-V with the def2-TZVPD basis set.

Each line ends with the Mulliken spin population.
Positions of all 17 atoms, in Å:
C: 0.57342 -0.86528 1.38886  0.036
C: 0.09332 -1.87325 -0.96617  -0.008
C: 0.22376 2.38803 0.36430  0.043
C: -0.39982 -0.92508 0.14748  0.049
Si: -0.62494 0.87265 -0.41262  0.672
I: 0.12596 0.67607 -3.19068  1.126
I: -3.03418 1.45532 -0.63987  0.091
H: 1.42209 -0.28796 1.04562  -0.005
H: 0.13367 -0.29212 2.12043  -0.010
H: 0.85961 -1.90263 1.55065  0.007
H: 1.09682 -1.53699 -1.22645  -0.005
H: -0.47989 -2.03717 -1.82930  -0.001
H: 0.12300 -2.80754 -0.44490  -0.001
H: -0.50527 3.22785 0.76833  0.008
H: 0.92136 2.15014 1.16017  -0.002
H: 0.84488 2.96286 -0.27583  0.006
H: -1.37379 -1.20489 0.43998  -0.005

Kohn-Sham gap (spin up / spin down) = 5.9 / 5.7 eV
2S+1 = 3
energy above the lowest of the compared OMol25 structures with the same formula, charge and spin = 12.1 kcal/mol



Record 8
Computed, not measured: the molecule C5H8ClNS in a non-equilibrium geometry, with ωB97M-V with the def2-TZVPD basis set.

Each line ends with the Löwdin charge.
Positions of all 16 atoms, in Å:
S: 2.31546 -0.66466 -0.21392  0.807
C: 0.78009 -0.48091 0.19546  -0.800
C: 0.50654 0.86636 0.95712  -0.446
Cl: -0.29401 2.18646 -0.22634  0.492
C: -0.24969 -1.34597 -0.28800  -0.335
C: -1.42234 -0.67424 -1.16950  -0.098
C: -2.11790 -0.46697 0.20367  -0.246
N: -1.27822 -1.53382 0.83570  -0.026
H: 0.03489 0.65415 1.96117  0.102
H: 1.38028 1.37592 1.19654  0.002
H: -0.06849 -2.34088 -0.52828  0.107
H: -1.30043 0.03437 -1.92095  0.058
H: -2.02555 -1.49274 -1.68341  0.124
H: -1.76570 0.65910 0.62436  0.060
H: -3.25983 -0.73566 0.63052  0.153
H: -1.07705 -1.34261 1.74806  0.045

Kohn-Sham gap = 8.0 eV
SMILES = S=C(CCl)[C@@H]1CCN1
energy above the lowest of the compared OMol25 structures with the same formula, charge and spin = 84.9 kcal/mol